A:
C5H10NO | ωB97M-V/def2-TZVPD

Geometry as XYZ:
```
17
Properties=species:S:1:pos:R:3
C -1.17976 1.38081 0.74636
C -0.80621 1.38141 -0.47333
C -0.92726 0.42774 1.86932
C -0.34376 1.52486 -1.75576
C 1.39013 -2.30892 0.00202
N 1.07827 -1.00232 -0.43570
O 1.16881 -0.77393 -1.62493
H -1.80264 2.23122 1.02553
H -1.80942 0.35570 2.49930
H -0.10626 0.80635 2.48022
H -0.65534 -0.54967 1.48503
H -1.08416 1.39653 -2.54350
H 0.30385 2.39137 -1.90922
H 0.37534 0.63051 -1.86342
H 1.61909 -3.00500 -0.80910
H 0.54797 -2.65612 0.60901
H 2.23135 -2.23052 0.69816
```

LUMO level in hartree: -0.2003
Net charge: +1
HOMO in hartree: -0.521

B:
C5H10NO | ωB97M-V/def2-TZVPD

Geometry as XYZ:
```
17
Properties=species:S:1:pos:R:3
C -0.03359 -0.75156 -0.17579
C -0.92311 -1.91992 1.59560
C -0.38094 0.53081 2.05373
C 1.09959 1.71752 -3.06490
C -0.41288 -0.58335 1.09606
N 0.69113 0.88702 -0.90661
O 0.73583 0.66242 -2.15600
H -1.99507 -1.79046 2.06914
H -0.88441 -2.66599 0.89970
H -0.28437 -2.49954 2.38110
H 0.48143 0.35194 2.63397
H -0.59814 1.41170 1.46247
H -1.22900 0.55407 2.80340
H 1.84207 2.21566 -2.56386
H 0.20211 2.20245 -3.44602
H 1.56730 1.19753 -3.86654
H 0.12205 -1.52032 -0.81544
```

LUMO level in hartree: -0.2415
Net charge: +1
HOMO in hartree: -0.535

The most stable of them is A.

A:
C6H9NO2 | ωB97M-V/def2-TZVPD

Geometry as XYZ:
```
18
Properties=species:S:1:pos:R:3
C -2.43949 -1.44193 -0.12972
C -2.11741 1.01629 0.02448
C -0.57179 0.83667 -0.31735
C 0.31275 -0.14060 -0.17038
C 2.37382 1.08536 -0.05712
C 2.66290 -0.30963 0.37522
H -3.60515 -1.85747 -0.37296
H -1.98647 -2.03637 0.93023
H -1.96433 -1.50320 -1.18562
H 0.03883 1.91602 -0.57484
H 0.01071 -1.22889 0.25409
H 2.94051 1.36352 -0.72415
H 1.97673 2.12229 0.69790
H 2.47770 -0.68652 1.26931
H 3.61949 -1.07302 0.22459
N 1.60004 -0.06423 -0.51239
O -2.89237 -0.11333 0.15656
O -2.43646 2.11504 0.11217
```

LUMO level in hartree: 0.0264
Net charge: 0
HOMO in hartree: -0.323

B:
C6H9NO2 | ωB97M-V/def2-TZVPD

Geometry as XYZ:
```
18
Properties=species:S:1:pos:R:3
C 2.22565 -0.27707 -0.33909
C 1.58681 0.94603 0.00257
C 0.22290 1.10989 0.59392
C -1.15340 1.05514 -0.35506
N -1.85621 -0.20904 -0.20813
C -1.17127 -1.59514 -0.01304
C 0.23589 -1.03903 0.31490
O 1.56743 -1.41084 0.18986
O 0.15675 -0.11135 1.33071
H 3.23786 -0.46673 -0.68525
H 2.13902 1.80319 -0.67122
H 0.15607 2.09531 1.23248
H -1.68774 1.81359 0.16578
H -0.96369 1.27331 -1.42880
H -2.26884 -0.13665 0.66982
H -1.03435 -2.24167 -0.89491
H -1.63258 -2.02234 0.78472
H 0.23969 -0.58662 -0.68928
```

LUMO level in hartree: 0.0345
Net charge: 0
SMILES string: C1=C[C@H]2CNC[C@H](O1)O2
HOMO in hartree: -0.321

C:
C6H9NO2 | ωB97M-V/def2-TZVPD

Geometry as XYZ:
```
18
Properties=species:S:1:pos:R:3
C 2.60893 0.19131 1.60984
C 1.16218 -0.26630 1.34803
C 1.07727 -0.10354 -0.15521
N 1.64103 0.47130 -1.10846
C 0.45145 -0.36547 -1.44825
O -0.71940 0.35322 -1.86409
C -1.94833 -0.06228 -1.33012
C -3.10597 0.56916 -2.01161
O -1.96402 -0.89108 -0.47941
H 2.78551 1.16927 1.33018
H 3.21469 -0.52748 1.06684
H 2.88310 -0.10419 2.63884
H 0.46031 0.33678 1.81862
H 1.09084 -1.33246 1.39058
H 0.60037 -1.33690 -1.90910
H -4.05861 0.62926 -1.35077
H -3.42098 -0.31402 -2.74825
H -2.75516 1.45629 -2.47096
```

LUMO level in hartree: 0.0337
Net charge: 0
SMILES string: CCC1=N[C@@H]1OC(C)=O
HOMO in hartree: -0.354

The most stable of them is C.

A:
C6H9NO2 | ωB97M-V/def2-TZVPD

Geometry as XYZ:
```
18
Properties=species:S:1:pos:R:3
H -1.76894 2.25046 -0.08495
N -0.81337 1.92766 0.09074
C -0.42155 1.15339 -0.84464
C -1.23854 0.73112 -2.02553
O 1.03086 0.75115 -1.11442
C 1.06952 0.09115 0.08529
C 1.88268 0.49363 1.09272
C 0.37165 -1.27353 0.21406
C -0.01314 -1.76974 1.58372
O 0.11195 -1.90394 -0.79861
H -1.51778 1.62019 -2.59500
H -0.67587 0.06141 -2.67586
H -2.14564 0.22798 -1.67848
H 2.56869 1.31777 0.92832
H 1.89136 0.04181 2.07489
H -0.64746 -2.65312 1.47528
H -0.56146 -1.00041 2.13075
H 0.87705 -2.06700 2.14173
```

LUMO level in hartree: 0.0112
Net charge: 0
SMILES string: [H]/N=C(\C)OC(=C)C(C)=O
HOMO in hartree: -0.350

B:
C6H9NO2 | ωB97M-V/def2-TZVPD

Geometry as XYZ:
```
18
Properties=species:S:1:pos:R:3
C 1.81931 0.78055 0.04214
N 0.62226 0.22469 0.73888
C 0.39168 -1.47065 0.23478
C 1.12974 -2.43683 0.11671
H 0.81398 0.21951 1.74818
H 1.99922 1.80092 0.37410
H 1.61588 0.67129 -1.02282
H 2.66128 0.15772 0.34305
H 1.49344 -3.37242 -0.24203
C -1.41177 -1.15377 -0.15878
C -0.68151 0.85805 0.50316
C -0.84105 1.98256 -0.24253
O -1.59761 -0.99739 -1.51019
O -2.26579 -1.64560 0.54561
H -2.53584 -1.22120 -1.65843
H -1.30710 0.75574 1.38433
H -1.72210 2.60055 -0.13650
H -0.18405 2.24628 -1.05965
```

LUMO level in hartree: -0.0056
Net charge: 0
HOMO in hartree: -0.262

C:
C6H9NO2 | ωB97M-V/def2-TZVPD

Geometry as XYZ:
```
18
Properties=species:S:1:pos:R:3
C -2.85847 0.41662 0.15724
C -1.45400 -0.15081 -0.10531
C -0.40388 0.80526 0.46946
C 1.04691 0.43488 0.20917
C 2.12051 0.99113 -0.37729
C 2.58654 -0.94501 0.02165
H -3.89859 -1.28754 0.00909
H -3.00499 1.36061 -0.34120
H -3.19747 0.27996 1.05644
H -1.24147 -1.12712 0.30130
H -1.43392 -0.32307 -1.08359
H -0.52487 1.91993 0.19595
H -0.49899 0.91814 1.64356
H 2.16958 2.19726 -0.63792
H 3.16241 -1.82237 0.14920
N 3.12355 0.05657 -0.41023
O -3.80291 -0.54326 -0.46053
O 1.35013 -0.93476 0.37668
```

LUMO level in hartree: 0.0296
Net charge: 0
HOMO in hartree: -0.342

The most stable of them is A.

A:
C6H9NO2 | ωB97M-V/def2-TZVPD

Geometry as XYZ:
```
18
Properties=species:S:1:pos:R:3
O -3.11747 0.20237 -0.59943
C -2.14453 0.81710 -0.48083
O -2.11924 2.25573 -0.45180
C -0.79533 0.19544 -0.21883
C 0.13805 0.25815 -1.16706
C 1.54680 -0.30005 -1.01808
N 1.84493 -0.54243 0.36324
C 0.76511 -1.16456 1.10182
C -0.47261 -0.35253 1.15074
H -1.30963 2.48262 -0.26390
H -0.18067 0.80733 -2.22820
H 2.24823 0.38050 -1.54525
H 1.59275 -1.41308 -1.57140
H 2.03712 0.44144 0.95548
H 0.72170 -2.15566 0.53925
H 1.06900 -1.39698 2.10659
H -1.26587 -1.10132 1.31609
H -0.55835 0.58591 2.01155
```

LUMO level in hartree: 0.0210
Net charge: 0
SMILES string: O=C(O)C1=CCNCC1
HOMO in hartree: -0.338

B:
C6H9NO2 | ωB97M-V/def2-TZVPD

Geometry as XYZ:
```
18
Properties=species:S:1:pos:R:3
C -1.58476 -1.75827 -1.64440
C 0.78031 0.19500 -4.67761
C -0.72253 1.03796 0.86589
C 0.62677 -1.15464 1.53250
C 0.43600 -0.16269 -0.85880
C 0.44444 0.11015 0.61008
N -0.96303 -0.75433 -1.44389
O 0.03979 -0.60130 -5.03799
O 1.37015 1.11616 -4.32414
H -2.65489 -1.77731 -1.78847
H -1.58886 0.59965 0.45884
H -0.59708 1.96759 0.17134
H -0.81274 1.23764 1.90488
H -0.26441 -1.66471 1.75286
H 1.17420 -0.90995 2.38967
H 1.39732 -1.71024 1.01121
H 0.73032 0.51327 -1.67364
H 1.46698 0.62998 0.68648
```

LUMO level (spin up / spin down) in hartree: 0.0111 / 0.0045
Net charge: 0
HOMO (spin up / spin down) in hartree: -0.294 / -0.269

C:
C6H9NO2 | ωB97M-V/def2-TZVPD

Geometry as XYZ:
```
18
Properties=species:S:1:pos:R:3
C -1.77507 -1.27872 -0.25045
C -0.74364 -0.68580 0.62893
C -0.45088 0.54132 -0.14757
C -0.22450 2.06641 0.02910
C 0.91435 1.18843 0.36400
C 0.68712 -1.26884 0.17959
H -1.25889 -2.43966 -0.43507
H -2.08576 -0.74255 -1.22328
H -2.86456 -1.48864 0.18441
H -0.64075 -0.43703 1.69688
H -0.78986 0.44976 -1.34498
H -0.49462 2.63042 0.89397
H -0.47222 2.64963 -0.82814
H 1.24984 1.06059 1.46184
H 3.30384 0.54267 -1.12914
N 1.56462 -0.15506 -0.18203
O 2.91263 -0.29276 -0.06480
O 1.16835 -2.34018 0.16677
```

LUMO level in hartree: -0.0060
Net charge: 0
HOMO in hartree: -0.314

D:
C6H9NO2 | ωB97M-V/def2-TZVPD

Geometry as XYZ:
```
18
Properties=species:S:1:pos:R:3
C -0.83649 0.30250 0.30191
C -0.28374 1.27132 1.34974
C 1.56711 -1.21076 0.29675
C -0.09956 -0.97370 0.25805
C -0.67061 0.81362 -1.12625
C 0.45137 1.31097 -1.61295
O 1.77003 -2.41277 0.15144
N -0.62990 -2.12079 0.06090
O 2.24552 -0.22483 0.43614
H 0.16400 -2.83567 0.00627
H -1.90503 0.12467 0.48493
H -1.61747 -2.32532 -0.03270
H -1.55648 0.72935 -1.74208
H -0.73003 2.25308 1.21304
H 0.79438 1.34666 1.25757
H -0.52104 0.91215 2.34882
H 1.35375 1.36113 -1.02692
H 0.50418 1.67836 -2.62467
```

LUMO level in hartree: 0.0026
Net charge: 0
HOMO in hartree: -0.349

The most stable of them is D.

A:
C3H10N3 | ωB97M-V/def2-TZVPD

Geometry as XYZ:
```
16
Properties=species:S:1:pos:R:3
C -1.13121 1.62113 -1.10771
C 0.09799 2.12748 -1.16087
H -1.74200 1.71218 -0.21748
H -1.62531 1.22300 -1.98520
H 0.58694 2.61185 -0.32442
H 0.63681 2.14406 -2.10108
N 0.72907 -2.27405 1.33283
C 0.19212 -1.21957 0.67385
N 0.26212 -1.18617 -0.63950
N -0.34254 -0.19681 1.35660
H 1.54969 -2.68063 0.92488
H 0.81452 -2.15075 2.32965
H 0.05807 -0.31676 -1.13376
H 0.77058 -1.83136 -1.22386
H -0.32666 0.72400 0.93568
H -0.53019 -0.30760 2.34039
```

LUMO level in hartree: -0.1183
Net charge: +1
HOMO in hartree: -0.532

B:
C3H10N3 | ωB97M-V/def2-TZVPD

Geometry as XYZ:
```
16
Properties=species:S:1:pos:R:3
C 0.47296 1.83886 1.53827
C -0.79871 1.49522 1.53565
C 0.13576 -1.85815 -0.73310
N 0.46304 -1.14876 -1.71918
N -0.23277 -1.50009 0.46956
N 0.01115 0.20855 -1.68794
H 0.75269 2.77029 1.05167
H 1.37747 1.32217 1.98484
H -1.18176 0.45599 1.68999
H -1.50650 2.24838 1.24166
H 0.26830 -2.91884 -0.81056
H 0.59348 -1.64027 -2.68025
H -0.13326 -2.11539 1.31116
H -0.50730 -0.49667 0.77042
H 0.68840 0.89614 -1.34433
H -0.40295 0.44256 -2.61788
```

LUMO level in hartree: -0.1248
Net charge: +1
HOMO in hartree: -0.508

C:
C3H10N3 | ωB97M-V/def2-TZVPD

Geometry as XYZ:
```
16
Properties=species:S:1:pos:R:3
C 2.10293 -0.59062 -1.16493
N 1.37167 0.49156 -0.51767
N 0.45107 0.09213 0.47568
C -0.82289 0.34232 0.20390
C -1.92745 -0.03437 1.69944
N -1.30799 0.90465 -0.86637
H 2.54523 -0.19377 -2.05919
H 2.85326 -1.03400 -0.57784
H 1.26359 -1.37279 -1.27865
H 1.95103 1.18541 -0.12939
H 0.73724 -0.45275 1.25424
H -1.24342 -0.72422 2.22220
H -2.95806 -0.13601 1.41533
H -1.84008 1.00760 2.18276
H -2.27231 0.93764 -1.18708
H -0.56048 1.02372 -1.56287
```

LUMO level in hartree: -0.1089
Net charge: +1
SMILES string: CNNC(C)=[NH2+]
HOMO in hartree: -0.535

D:
C3H10N3 | ωB97M-V/def2-TZVPD

Geometry as XYZ:
```
16
Properties=species:S:1:pos:R:3
C 1.12999 0.78409 -0.99742
N 0.04557 0.03598 -0.43249
C -0.86689 -0.60826 -1.31691
C -0.10495 -0.02812 0.92817
N 0.65591 0.69303 1.66862
N -0.99249 -0.93217 1.43804
H 1.01260 1.85311 -1.40337
H 1.93119 0.69779 -0.28978
H 1.58192 0.22599 -1.89135
H -1.81311 -1.14367 -0.98505
H -1.05812 0.16540 -2.06820
H -0.44929 -1.48285 -1.93729
H 1.32783 1.35579 1.33447
H 0.32437 0.91789 2.65856
H -1.11733 -1.06097 2.48616
H -1.60718 -1.47304 0.80784
```

LUMO level in hartree: -0.1120
Net charge: +1
SMILES string: CN(C)C(N)=[NH2+]
HOMO in hartree: -0.518

The most stable of them is A.